The following is a quantum chemistry calculation of an isolated molecule of C4H9NO2, from OMol25.

CARTESIAN COORDINATES (ANGSTROEM)
C -2.414 0.256 1.001
O -1.170 -0.260 0.588
C -0.705 0.406 -0.564
C 0.708 -0.031 -0.897
N 1.552 -0.129 0.280
C 2.808 -0.613 0.050
O 3.419 -0.460 -0.987
H -2.331 1.317 1.286
H -3.167 0.173 0.201
H -2.750 -0.321 1.865
H -0.749 1.494 -0.405
H -1.347 0.164 -1.426
H 1.151 0.681 -1.597
H 0.708 -1.010 -1.395
H 1.081 -0.459 1.112
H 3.205 -1.207 0.888

Summary:
Structure (SMILES): COCCNC=O
HOMO energy: -9.73 eV
F_max: 0.0081 Eh/bohr
Energy relative to the best compared isomer or geometry (same formula, charge and spin): 144.0 kJ/mol
Total energy: -363.0307 hartree

Here are the Mulliken charges for atoms 1 to 8, given in e:
1. C -0.7154
2. O -0.3172
3. C -0.4958
4. C -0.4675
5. N -0.2307
6. C 0.0466
7. O -0.5373
8. H 0.3081